i) A cluster of 2 separate species, C6H6N2O2 in total. Source: the OMol25 dataset; level of theory: wB97M-V/def2-TZVPD.

CARTESIAN COORDINATES (ANGSTROEM)
1 O 0.43 1.18 -1.25
2 O -1.52 -3.13 -1.36
3 N 0.57 -0.23 0.60
4 N -0.19 -1.15 -1.53
5 C 0.14 -1.32 1.23
6 C 0.16 3.36 0.95
7 C -0.87 -2.21 -0.82
8 C -0.56 -2.27 0.60
9 C 0.42 3.50 -0.23
10 C 0.26 0.09 -0.74
11 H -0.57 -0.89 -2.50
12 H 1.19 0.48 1.05
13 H 1.00 3.72 -1.20
14 H -0.81 -3.21 1.05
15 H -0.23 3.58 1.90
16 H 0.58 -1.51 2.26

Properties
Lowest unoccupied orbital energy, eV: 0.439
HOMO-LUMO gap, eV: 9.83
Net charge: 0
Structure (SMILES): O=c1cc[nH]c(=O)[nH]1.C#C



ii) A cluster of 2 separate species, C6H6N2O2 in total. Source: the OMol25 dataset; level of theory: wB97M-V/def2-TZVPD.

CARTESIAN COORDINATES (ANGSTROEM)
1 O -2.85 -1.00 -0.87
2 O -0.22 2.52 0.14
3 N -1.28 0.71 -0.57
4 N -1.09 -1.30 0.51
5 C 3.97 -0.38 -1.00
6 C 3.28 -0.80 -0.17
7 C -0.22 1.32 0.09
8 C -1.88 -0.57 -0.32
9 C 0.14 -0.80 1.04
10 C 0.59 0.44 1.10
11 H -1.21 -2.22 0.63
12 H 1.61 0.70 1.53
13 H 2.62 -1.13 0.65
14 H 0.50 -1.70 1.76
15 H -2.08 1.25 -0.95
16 H 4.59 -0.08 -1.84

Properties
Lowest unoccupied orbital energy, eV: 0.470
HOMO-LUMO gap, eV: 10.39
Net charge: 0
Structure (SMILES): O=c1cc[nH]c(=O)[nH]1.C#C



Relative energy table, unit eV: i) 0.000; ii) 0.342



i) The molecule C22H32N2O4. Source: the OMol25 dataset; level of theory: wB97M-V/def2-TZVPD.

CARTESIAN COORDINATES (ANGSTROEM)
1 O -4.05 2.03 -2.81
2 O 1.36 -5.63 2.45
3 O 3.83 -6.59 4.55
4 O 1.21 -0.71 -0.62
5 N 1.88 -3.45 2.45
6 N -2.66 3.79 -3.05
7 C -0.90 0.48 -0.24
8 C -3.73 4.57 -3.63
9 C 1.24 -1.24 0.70
10 C -1.89 1.29 -0.78
11 C 2.78 -2.33 2.35
12 C -0.75 1.29 -2.88
13 C 2.68 -1.68 0.97
14 C -2.34 6.83 -2.31
15 C -1.62 5.61 -1.72
16 C 0.49 -3.08 2.23
17 C 0.31 -2.46 0.84
18 C 2.21 -4.76 2.52
19 C 3.87 -6.54 3.14
20 C 3.69 -5.09 2.71
21 C -3.87 6.76 -2.26
22 C -1.43 4.47 -2.73
23 C -1.82 1.71 -2.09
24 C -2.94 2.52 -2.67
25 C 0.17 0.07 -1.02
26 C -4.48 5.39 -2.57
27 C 3.76 -7.89 5.06
28 C 0.23 0.48 -2.36
29 H 2.50 -1.59 3.12
30 H 3.73 -7.80 6.14
31 H -0.73 3.75 -2.32
32 H -1.01 4.89 -3.66
33 H -4.26 7.49 -2.97
34 H 4.21 -4.90 1.77
35 H -2.03 7.72 -1.77
36 H -0.63 5.92 -1.39
37 H -4.42 3.86 -4.09
38 H 4.11 -4.46 3.50
39 H -0.99 0.17 0.80
40 H -5.51 5.53 -2.90
41 H 3.07 -7.16 2.72
42 H 2.98 -2.39 0.20
43 H 0.95 -0.47 1.42
44 H 4.84 -6.93 2.79
45 H -2.01 6.95 -3.35
46 H -0.11 -3.99 2.32
47 H -4.52 4.78 -1.67
48 H 0.58 -3.19 0.08
49 H 1.05 0.14 -2.96
50 H -4.21 7.06 -1.27
51 H 0.19 -2.37 3.00
52 H 2.85 -8.40 4.71
53 H -2.72 1.59 -0.16
54 H 3.80 -2.63 2.54
55 H -0.70 1.59 -3.92
56 H -2.16 5.24 -0.85
57 H -3.32 5.22 -4.41
58 H -0.73 -2.18 0.69
59 H 4.63 -8.49 4.76
60 H 3.34 -0.81 0.91

Properties
Lowest unoccupied orbital energy, eV: 0.664
HOMO-LUMO gap, eV: 9.21
Net charge: 0
Structure (SMILES): COCCC(=O)N1CCC(Oc2ccc(C(=O)N3CCCCCC3)cc2)CC1



ii) The molecule C22H32N2O4. Source: the OMol25 dataset; level of theory: wB97M-V/def2-TZVPD.

CARTESIAN COORDINATES (ANGSTROEM)
1 O -0.76 4.06 -0.71
2 O -3.12 -1.87 1.00
3 O -1.88 -0.55 -1.14
4 O 4.29 1.50 1.58
5 N -1.01 2.00 -1.61
6 N 2.07 1.16 1.31
7 C 2.13 -0.26 1.59
8 C 0.82 1.74 0.88
9 C -4.81 1.41 1.06
10 C -4.14 2.04 0.04
11 C 2.90 3.39 1.00
12 C -0.33 2.95 -0.93
13 C 1.04 2.46 -0.46
14 C -3.79 -2.55 2.04
15 C 2.90 -3.29 -1.44
16 C 3.18 1.93 1.31
17 C 2.05 3.59 -0.26
18 C -2.87 0.04 -0.38
19 C 2.96 -1.82 -1.86
20 C 1.97 -1.14 0.35
21 C -2.44 2.06 -1.82
22 C -1.98 -1.92 -1.46
23 C -3.18 1.36 -0.70
24 C -3.52 -0.59 0.69
25 C 1.91 -2.62 0.76
26 C -4.50 0.10 1.39
27 C 3.13 -0.93 -0.63
28 C 1.76 -3.52 -0.46
29 H -1.33 -2.07 -2.33
30 H -0.63 1.07 -1.65
31 H 2.37 3.79 1.87
32 H 2.83 -2.88 1.29
33 H -2.67 1.58 -2.78
34 H -3.65 -2.05 3.00
35 H 3.85 3.91 0.92
36 H 0.81 -3.30 -0.95
37 H 3.17 0.12 -0.93
38 H -3.33 -3.54 2.08
39 H 1.74 -4.56 -0.15
40 H -4.86 -2.66 1.83
41 H 1.42 1.73 -1.18
42 H -5.57 1.93 1.63
43 H -1.65 -2.56 -0.64
44 H 3.11 -0.43 2.05
45 H 1.08 -2.77 1.45
46 H 1.50 4.53 -0.17
47 H 2.77 -3.92 -2.32
48 H -3.01 -2.19 -1.74
49 H -2.72 3.11 -1.86
50 H 1.03 -0.89 -0.15
51 H 2.70 3.66 -1.13
52 H -4.36 3.07 -0.21
53 H 0.07 0.95 0.78
54 H 2.04 -1.56 -2.38
55 H 0.45 2.46 1.62
56 H -5.01 -0.37 2.21
57 H 1.35 -0.50 2.33
58 H 3.79 -1.66 -2.54
59 H 4.07 -1.16 -0.13
60 H 3.85 -3.57 -0.97

Properties
Lowest unoccupied orbital energy, eV: 0.506
HOMO-LUMO gap, eV: 9.18
Net charge: 0
Structure (SMILES): COc1cccc(CNC(=O)[C@H]2CCC(=O)N(CC3CCCCC3)C2)c1OC



Relative energy table, unit eV: i) 0.547; ii) 0.000



i) The molecule C2H3N3O3. Source: the OMol25 dataset; level of theory: wB97M-V/def2-TZVPD.

CARTESIAN COORDINATES (ANGSTROEM)
1 O -0.21 -1.92 -1.04
2 O 1.38 -1.20 0.31
3 O -1.47 2.08 -0.62
4 N 1.66 0.07 0.94
5 N -1.53 0.68 -0.36
6 N 0.47 0.86 0.93
7 C 0.22 -1.11 -0.26
8 C -0.33 0.20 0.16
9 H 1.83 -0.17 1.92
10 H -1.18 2.48 0.23
11 H -1.76 0.16 -1.21

Properties
Lowest unoccupied orbital energy, eV: 0.118
HOMO-LUMO gap, eV: 9.68
Net charge: 0
Structure (SMILES): O=c1o[nH]nc1NO



ii) A structure of composition C2H3N3O3. Source: the OMol25 dataset; level of theory: wB97M-V/def2-TZVPD.

CARTESIAN COORDINATES (ANGSTROEM)
1 O 2.43 -0.99 -0.40
2 O 0.00 -0.91 -0.38
3 O -2.20 -1.22 0.01
4 N -0.20 1.38 -0.42
5 N -1.38 0.88 -0.37
6 N 1.89 0.36 0.23
7 C -1.25 -0.40 -0.28
8 C 0.63 0.38 -0.13
9 H 3.47 -0.97 0.39
10 H -0.22 2.40 0.69
11 H -3.17 -0.92 0.66

Properties
Lowest unoccupied orbital energy, eV: -0.631
HOMO-LUMO gap, eV: 7.72
Net charge: 0



Relative energy table, unit eV: i) 0.000; ii) 5.392



i) A cluster of 2 separate species, C5H12N2O2 in total. Source: the OMol25 dataset; level of theory: wB97M-V/def2-TZVPD.

CARTESIAN COORDINATES (ANGSTROEM)
1 O -1.12 1.93 -0.22
2 O -3.37 1.45 -0.01
3 N 1.09 0.57 -1.16
4 N 3.29 -0.25 -0.54
5 C -1.82 -0.38 -0.06
6 C 2.04 0.41 -0.36
7 C 2.02 0.90 1.07
8 C -2.84 -1.42 -0.03
9 C -2.05 0.94 -0.13
10 H -3.81 -1.33 0.70
11 H 3.01 0.90 1.56
12 H 1.51 1.87 1.11
13 H 1.44 0.06 1.63
14 H 1.17 0.19 -2.09
15 H 3.46 -0.80 0.25
16 H 3.25 -0.70 -1.50
17 H -2.31 -2.34 0.22
18 H -3.39 2.25 0.43
19 H -0.81 -0.74 -0.37
20 H -3.33 -1.28 -1.03
21 H -0.32 1.65 -0.53

Properties
Lowest unoccupied orbital energy, eV: 0.640
HOMO-LUMO gap, eV: 8.42
Net charge: 0
Structure (SMILES): [H]/N=C(/C)N.CC=C(O)O



ii) A cluster of 2 separate species, C5H12N2O2 in total. Source: the OMol25 dataset; level of theory: wB97M-V/def2-TZVPD.

CARTESIAN COORDINATES (ANGSTROEM)
1 O 0.72 -0.60 -2.02
2 O 2.39 -1.72 1.37
3 N 0.29 0.76 -1.55
4 N 1.68 -0.51 1.27
5 C -0.25 -1.99 0.98
6 C -1.28 2.20 -0.85
7 C -0.36 0.60 0.93
8 C 0.44 -0.66 1.08
9 C -0.86 0.82 -0.49
10 H 3.30 -1.43 1.51
11 H 1.14 1.03 -1.05
12 H -1.24 0.57 1.58
13 H -1.55 0.04 -0.82
14 H -0.38 1.91 -1.96
15 H -1.33 -1.89 1.01
16 H 0.26 1.45 1.23
17 H 0.08 -2.66 1.78
18 H 0.03 -2.46 0.03
19 H -2.35 2.30 -1.03
20 H 0.18 -0.74 -2.81
21 H -0.92 2.98 -0.18

Properties
Lowest unoccupied orbital energy, eV: 0.862
HOMO-LUMO gap, eV: 9.35
Net charge: 0



Relative energy table, unit eV: i) 0.000; ii) 3.697